1.
C33H57Cl2N3O6S | ωB97M-V/def2-TZVPD

XYZ file:
```
102
Properties=species:S:1:pos:R:3:forces:R:3:mulliken_charge:R:1
C -0.67013 -5.27835 1.94063 -1.14 0.07 -0.06 -1.03
C -1.44539 -3.84884 2.07359 -0.48 -0.88 -0.08 -0.77
C -1.27767 -2.98600 0.72494 -0.39 -2.07 -0.16 0.13
N -0.27825 -1.87876 0.81119 -0.96 2.75 -1.92 0.76
C 0.83910 -1.92260 1.84635 7.49 -1.95 2.67 0.36
O 0.72266 -1.45395 3.01710 -1.40 -1.05 -4.26 -0.68
O 2.00656 -2.54391 1.38522 -6.48 2.82 0.97 -0.70
C -0.29579 -0.84331 -0.03566 0.57 1.10 -0.52 -1.11
N -1.21765 -0.55242 -1.15193 0.27 0.19 1.14 0.79
C -2.65089 -0.28326 -0.81761 -0.74 -0.33 0.84 -0.41
C -3.70969 -1.29867 -1.45398 -3.75 -0.22 0.45 0.01
O -4.94160 -1.08038 -1.17489 4.96 -0.63 -1.05 -0.62
C -3.40837 -2.54356 -2.38972 0.28 -2.95 -2.31 0.49
C -2.04499 -3.26446 -2.58587 -1.94 -1.22 -1.78 0.20
C -1.83089 -4.50440 -3.54775 -3.60 1.67 0.42 -0.62
C -3.03765 -5.09661 -4.34207 0.16 3.70 3.09 -0.38
C -4.43327 -4.40905 -4.12119 2.51 1.33 1.56 -0.40
C -4.63716 -3.15309 -3.18890 3.31 -2.07 -0.56 -0.71
C -0.62607 0.58453 -1.92247 0.23 2.64 0.42 -1.09
C 0.00515 1.41491 -0.67009 0.37 0.39 -2.82 0.22
C 0.83997 2.66394 -1.23053 -0.09 0.45 -0.91 -0.78
S 1.18143 3.95003 0.10907 0.36 -0.07 -0.41 -0.11
C 2.51224 5.11114 -0.46072 1.51 0.01 -1.28 -0.58
C 3.94294 4.41419 -0.73275 0.35 0.27 0.11 -0.53
N 0.70387 0.27501 0.00016 0.14 -2.08 -0.57 0.49
C 2.04325 -0.03722 -0.54725 2.80 1.82 2.96 0.22
Cl 2.36236 -1.06514 -2.03222 -0.88 1.07 1.63 -0.21
C 3.20697 0.49348 0.11133 -1.13 -1.76 -1.94 0.46
C 4.65868 0.18755 -0.52020 -0.65 1.29 -0.46 -1.23
Cl 3.16371 1.50172 1.62518 -0.14 -1.64 -2.00 -0.11
H -0.56122 -5.77391 2.97365 0.10 0.87 -1.64 0.24
H 0.31626 -5.19432 1.36309 -1.35 -0.05 1.14 0.31
H -1.40168 -5.96108 1.34974 1.43 1.03 0.83 0.30
H -1.20824 -3.28839 3.04150 -0.01 -0.59 -1.61 0.43
H -2.57124 -4.12800 2.13967 1.84 0.64 -0.11 0.27
H -2.32309 -2.67180 0.38771 1.74 0.15 0.42 -0.04
H -0.87991 -3.71983 -0.08144 -0.66 1.25 1.35 0.28
H -2.73779 -0.28916 0.33721 -0.32 -0.24 -1.87 0.45
H -2.98194 0.78298 -1.13286 0.66 -1.85 0.39 0.42
H -1.11837 -2.91405 -2.02478 -1.58 -0.41 -1.02 0.29
H -0.77027 -4.93537 -3.63980 -1.93 0.72 0.17 0.33
H -2.84671 -5.98347 -5.03090 -0.61 1.43 1.07 0.32
H -5.33791 -4.84609 -4.66843 1.47 0.84 0.95 0.30
H -5.68577 -2.71420 -3.08229 1.83 -0.64 -0.12 0.34
H 0.06020 0.30718 -2.79360 -0.52 0.03 1.77 0.23
H -1.31156 1.37417 -2.39082 -0.03 -1.88 0.67 0.42
H -0.85592 1.86586 -0.06602 1.20 -1.10 -0.50 -0.14
H 1.78383 2.39135 -1.81936 -1.27 0.13 1.11 0.35
H 0.14262 3.20524 -1.98584 1.01 -1.11 1.21 0.54
H 2.23897 5.67554 -1.43683 0.17 -0.91 1.73 0.28
H 2.67314 5.88714 0.36693 -0.66 -1.26 -1.04 0.35
H 4.29359 3.73660 0.13881 -0.84 1.02 -1.51 0.14
H 4.71578 5.26011 -0.80297 -1.07 -1.16 -0.01 0.25
H 3.99041 3.85370 -1.74422 -0.21 0.81 1.75 0.18
H 5.47022 0.83188 -0.01620 -1.38 -1.28 -0.57 0.33
H 4.60091 0.55616 -1.62079 0.16 -0.67 1.78 0.35
H 4.91521 -0.92519 -0.55795 -0.49 1.60 0.40 0.29
C 7.51687 6.65504 -4.05687 -0.05 0.09 -0.12 -1.11
C 6.85631 5.44834 -3.41109 0.03 0.07 -0.10 -0.15
O 5.67097 5.02705 -4.07579 -0.17 -0.01 0.12 -0.39
C 5.81493 4.63382 -5.43491 0.07 -0.04 0.01 -0.34
C 6.76658 3.46601 -5.63045 0.09 -0.07 0.09 -1.01
H 6.81829 7.49723 -4.09714 0.09 -0.10 0.06 0.31
H 8.39960 6.95662 -3.48688 -0.09 -0.03 -0.02 0.39
H 7.83547 6.44691 -5.07971 0.08 -0.02 0.05 0.27
H 6.56520 5.71157 -2.39107 -0.18 -0.11 -0.13 0.20
H 7.55904 4.61361 -3.32503 0.06 0.01 -0.05 0.30
H 6.11255 5.49202 -6.04650 0.08 -0.03 -0.02 0.31
H 4.81951 4.33978 -5.78098 0.03 0.11 0.23 0.33
H 7.78133 3.70631 -5.30709 -0.02 0.02 -0.10 0.26
H 6.80878 3.18305 -6.68508 -0.03 0.02 0.07 0.40
H 6.43438 2.60117 -5.04900 -0.01 0.07 -0.07 0.25
C -3.91890 6.51432 0.98375 0.15 0.08 0.02 -1.02
C -4.16115 5.09521 0.49719 0.02 0.08 0.04 -0.37
O -2.96474 4.37520 0.22824 0.04 -0.14 -0.23 -0.38
C -2.07379 4.19834 1.32378 -0.19 -0.11 0.16 0.97
C -2.68969 3.44281 2.48918 -0.14 0.01 0.02 -1.15
H -3.32927 7.07435 0.25053 -0.11 -0.07 0.06 0.28
H -4.86960 7.03097 1.13978 0.07 -0.06 -0.04 0.40
H -3.36997 6.53405 1.92676 -0.09 0.00 0.03 0.26
H -4.71768 5.13627 -0.44261 0.19 -0.15 -0.01 0.33
H -4.78729 4.53907 1.20187 0.01 0.04 0.08 0.31
H -1.67557 5.16573 1.64640 0.03 -0.03 0.03 0.33
H -1.22240 3.62745 0.94387 -0.28 0.25 -0.05 -0.92
H -3.54412 3.97266 2.91504 0.07 0.01 0.05 0.38
H -1.95208 3.30285 3.28311 -0.03 -0.01 -0.09 0.40
H -3.04398 2.46020 2.16326 0.05 0.05 0.03 0.24
C -3.89115 -5.20393 5.70231 0.12 0.12 0.03 -0.81
C -4.13001 -6.62528 5.22453 0.06 0.08 0.05 -0.36
O -2.93128 -7.33713 4.95247 0.05 -0.10 -0.20 -0.42
C -2.03269 -7.50342 6.04224 -0.04 -0.01 0.05 -0.29
C -2.63485 -8.25891 7.21452 -0.14 -0.05 0.03 -1.15
H -3.30825 -4.64520 4.96250 -0.10 -0.06 0.06 0.08
H -4.84253 -4.68949 5.86189 0.07 -0.05 -0.04 0.39
H -3.33635 -5.17664 6.64165 -0.09 0.01 0.02 0.28
H -4.69228 -6.59173 4.28780 0.19 -0.15 -0.02 0.34
H -4.74930 -7.18153 5.93529 0.00 0.04 0.08 0.33
H -1.63986 -6.53156 6.35907 -0.04 0.00 0.08 0.32
H -1.17915 -8.06992 5.65816 -0.19 0.09 -0.16 0.36
H -3.49027 -7.73368 7.64409 0.09 0.03 0.05 0.26
H -1.89087 -8.39022 8.00405 -0.04 0.01 -0.07 0.39
H -2.98365 -9.24498 6.89468 0.07 0.07 0.02 0.30
```
Forces are in eV/Å.

orbital gap = 0.2731 hartree
lowest unoccupied orbital energy = -0.89 eV

***

2.
C42H34BrNOP2PtS | ωB97M-V/def2-TZVPD

XYZ file:
```
83
Properties=species:S:1:pos:R:3:forces:R:3:mulliken_spin:R:1
Pt -0.14118 0.69202 0.24874 -0.39 0.28 0.77 0.82
O 2.26219 1.76907 3.03293 -0.04 -0.16 -0.15 0.09
S 1.87803 0.75596 2.03603 0.12 0.20 0.01 0.09
C 1.94362 -0.85199 2.78606 -0.08 0.04 -0.03 0.02
C 2.82896 -1.06186 3.83258 -0.02 -0.05 0.05 0.01
C 2.89137 -2.32489 4.40186 0.04 0.05 0.02 0.00
C 2.07530 -3.34673 3.93263 -0.03 -0.03 -0.01 0.01
C 1.15914 -3.10671 2.91900 0.05 0.03 0.03 0.01
C 1.07492 -1.84129 2.34349 -0.03 -0.08 -0.02 -0.01
P -0.27856 -1.45872 1.19947 -0.01 -0.20 -0.07 0.30
C -1.75314 -1.46747 2.25405 0.05 0.10 -0.08 0.01
C -1.64554 -1.18355 3.61502 0.04 0.02 0.00 0.02
C -2.78712 -1.08539 4.39739 0.02 0.00 -0.01 -0.01
C -4.03912 -1.26314 3.82793 0.01 0.00 -0.01 0.02
C -4.15310 -1.53807 2.47011 0.01 0.00 0.01 -0.01
C -3.01759 -1.63287 1.68383 -0.01 -0.01 -0.06 0.02
C -0.40782 -2.83826 0.04771 -0.06 -0.03 0.06 -0.01
C 0.34672 -2.79074 -1.12357 0.01 0.02 -0.02 -0.02
C 0.32079 -3.85524 -2.01073 0.02 0.03 0.00 0.00
C -0.46500 -4.96648 -1.73463 -0.03 -0.02 0.03 0.01
C -1.22046 -5.01736 -0.57004 0.00 0.01 0.00 0.00
C -1.19421 -3.95797 0.32525 0.05 0.01 -0.04 0.02
C 3.20953 0.63909 0.82502 0.10 -0.02 0.10 0.01
C 4.42671 0.05498 1.14047 -0.04 0.02 0.01 0.01
C 5.47743 0.14585 0.23898 0.03 -0.02 0.03 0.00
C 5.32406 0.82850 -0.95945 -0.03 0.03 -0.03 0.00
C 4.10866 1.42010 -1.27243 0.01 -0.04 0.02 0.00
C 3.04307 1.31344 -0.38446 0.03 0.15 -0.04 0.01
P 1.44005 2.05055 -0.71850 -0.21 -0.31 -0.08 0.31
C 0.86345 1.68597 -2.36980 0.14 0.04 -0.18 -0.01
C 1.26726 0.50141 -2.99845 0.03 0.08 -0.06 0.05
C 0.64437 0.09787 -4.16589 -0.03 0.00 -0.03 -0.02
C -0.39071 0.85760 -4.70265 0.01 -0.01 0.00 0.06
C -0.79898 2.02941 -4.07760 0.02 0.02 0.03 -0.03
C -0.17780 2.44779 -2.91171 0.01 -0.04 -0.04 0.06
C 1.40858 3.80388 -0.37226 0.15 -0.02 -0.29 -0.02
C 1.18597 4.25542 0.92648 -0.06 -0.04 0.07 0.00
C 1.22202 5.61565 1.18820 0.00 -0.01 0.04 0.00
C 1.48033 6.51554 0.16431 0.02 0.01 -0.06 0.01
C 1.71450 6.06477 -1.13044 0.00 -0.05 0.01 0.00
C 1.68306 4.70814 -1.40534 -0.01 0.03 0.10 0.02
H 3.43800 -0.24553 4.20036 -0.01 0.00 0.00 0.00
H 3.57951 -2.50936 5.21585 -0.01 -0.01 0.00 0.00
H 2.13443 -4.33006 4.37953 0.00 0.00 -0.01 0.00
H 0.49601 -3.89681 2.59002 0.00 -0.01 0.00 0.00
H -0.67344 -1.04443 4.07197 -0.02 0.00 0.02 0.00
H -2.69414 -0.87371 5.45399 -0.01 0.00 0.00 0.00
H -4.92672 -1.19389 4.44244 0.00 0.00 -0.01 0.00
H -5.12872 -1.68648 2.02604 0.00 0.00 0.00 0.00
H -3.11571 -1.85827 0.62833 -0.01 0.01 0.00 0.00
H 0.95209 -1.91482 -1.33230 0.00 -0.01 -0.02 0.02
H 0.91304 -3.82330 -2.91590 0.00 0.01 0.01 0.00
H -0.48720 -5.79670 -2.42803 0.00 0.00 0.01 0.00
H -1.83005 -5.88460 -0.35410 0.01 0.00 -0.01 0.00
H -1.78578 -4.00411 1.23078 0.01 -0.01 0.00 0.00
H 4.56319 -0.46870 2.07602 0.02 0.01 -0.01 0.00
H 6.42535 -0.31519 0.48219 0.00 0.01 -0.01 0.00
H 6.15243 0.90348 -1.65080 0.00 0.00 0.00 0.00
H 3.98531 1.95430 -2.20682 0.02 0.00 0.00 0.00
H 2.07764 -0.08485 -2.58212 -0.01 -0.01 0.00 0.01
H 0.96846 -0.80338 -4.66974 0.01 0.00 0.02 0.00
H -0.86762 0.54060 -5.62094 0.00 0.01 0.01 0.00
H -1.59552 2.62613 -4.50181 0.00 -0.01 -0.01 0.00
H -0.49742 3.35990 -2.42371 -0.03 0.00 0.01 0.00
H 1.00197 3.55531 1.73320 0.00 0.03 0.00 0.01
H 1.05320 5.97289 2.19498 0.00 -0.01 0.00 0.00
H 1.50642 7.57619 0.37584 0.00 0.00 0.00 0.00
H 1.92643 6.76718 -1.92498 0.00 0.01 0.02 0.00
H 1.87305 4.35531 -2.41121 0.00 0.01 -0.01 0.00
C -4.03171 -1.43019 -3.18789 0.04 0.09 0.04 0.00
C -3.75511 -0.44135 -2.08924 -0.01 -0.07 -0.05 -0.01
C -4.73984 0.39425 -1.56553 -0.06 0.02 -0.02 0.01
C -4.43287 1.32093 -0.58427 0.02 0.00 0.00 0.00
C -3.12701 1.37844 -0.13729 0.02 0.04 0.02 0.02
Br -2.60245 2.65551 1.14542 0.07 -0.11 -0.01 0.02
N -2.17819 0.56798 -0.59380 0.05 -0.02 -0.06 0.07
C -2.48457 -0.31665 -1.55702 0.02 0.03 0.01 0.00
H -5.08584 -1.69737 -3.22256 0.00 -0.02 0.02 0.00
H -3.44390 -2.33793 -3.05588 -0.01 -0.01 0.00 0.00
H -3.76810 -1.00136 -4.15661 -0.01 0.00 0.00 0.00
H -5.75666 0.32614 -1.93339 0.01 0.00 0.00 0.00
H -5.17649 1.98857 -0.17448 -0.01 -0.01 -0.02 0.00
H -1.67126 -0.94838 -1.89617 0.01 0.01 0.02 0.01
```
Forces are in eV/Å.

orbital gap (spin up / spin down) = 0.2751 / 0.2338 hartree
multiplicity = 3
lowest unoccupied orbital energy (spin up / spin down) = -5.04 / -7.76 eV
charge = +2

***

3.
C21H32BF4HgN3OSi | ωB97M-V/def2-TZVPD

XYZ file:
```
64
Properties=species:S:1:pos:R:3:forces:R:3:mulliken_spin:R:1
Hg -0.50760 -0.19380 -0.59290 0.90 0.23 1.19 0.68
C 0.68850 -0.78680 4.62860 0.04 0.11 -0.01 0.00
N -0.16170 0.36590 4.43250 0.18 0.04 -0.30 0.00
C -1.41260 0.27250 5.16260 -0.05 0.05 0.12 0.00
C -0.33100 0.77980 3.08250 0.03 -0.60 0.48 0.02
N -0.22260 0.00550 2.07870 -0.09 -0.19 -1.20 0.05
N -0.65490 2.08830 2.95200 -0.27 0.30 -0.02 -0.01
C -0.14540 3.06640 3.88030 0.09 0.15 0.20 0.00
C -0.97530 2.60300 1.64030 -0.12 -0.20 -0.17 0.02
H 0.98320 -0.81850 5.67920 0.00 -0.07 -0.02 0.00
H 1.57970 -0.67050 4.01670 0.09 -0.12 -0.01 0.00
H 0.19590 -1.73650 4.38080 -0.01 -0.06 -0.02 0.00
H -1.96810 -0.63550 4.89910 -0.04 -0.03 -0.01 0.00
H -2.03660 1.13010 4.93080 -0.07 0.06 0.03 0.00
H -1.20600 0.25810 6.23490 -0.03 0.00 0.00 0.00
H -0.05970 -0.97300 2.27870 -0.04 0.15 0.33 -0.01
H -0.02950 2.63040 4.86800 0.01 0.07 -0.05 0.00
H -0.84330 3.90180 3.93270 0.00 0.04 0.04 0.00
H 0.82690 3.44900 3.55000 0.05 0.07 0.02 0.00
H -1.70330 1.94420 1.16730 -0.05 0.06 -0.05 0.00
H -0.08730 2.67960 1.00290 0.04 0.03 -0.01 0.00
H -1.41980 3.59000 1.76390 -0.01 -0.03 -0.08 0.00
C 2.68140 0.32850 -3.17280 -0.06 -0.02 -0.02 -0.03
C 3.58160 -0.56020 -2.33470 0.15 0.52 0.75 -0.01
C 2.96940 -1.95000 -2.26630 -0.07 0.06 0.08 -0.02
C 4.98140 -0.64480 -2.92880 -0.16 -0.03 0.02 0.00
Si 3.56170 0.12230 -0.49890 1.82 -0.33 -1.47 0.06
O 2.18730 -0.10610 0.16710 -2.61 -0.34 0.67 0.17
C 4.09370 1.95100 -0.36120 -0.15 -0.37 -0.18 -0.01
C 3.82050 2.53280 0.87360 -0.04 -0.04 0.11 0.00
C 4.06030 3.87000 1.12380 -0.01 0.12 0.20 0.00
C 4.58110 4.67780 0.12670 0.03 0.06 0.01 0.00
C 4.86000 4.12450 -1.10910 0.09 0.12 -0.13 0.00
C 4.61980 2.77800 -1.34400 0.11 0.04 -0.12 0.00
C 4.92570 -0.87870 0.40370 -0.61 0.60 -0.16 0.01
C 6.25630 -0.49030 0.44810 0.12 -0.05 0.03 0.00
C 7.17080 -1.17140 1.23340 0.25 0.04 -0.04 0.00
C 6.76520 -2.25580 1.99200 0.07 -0.06 0.08 0.00
C 5.44150 -2.65850 1.95190 -0.03 -0.21 0.08 0.00
C 4.53530 -1.97350 1.16190 0.04 -0.09 0.07 0.01
H 2.55420 -0.08180 -4.17720 -0.05 -0.03 -0.19 0.00
H 3.07920 1.33660 -3.26160 -0.02 0.16 -0.07 0.00
H 1.69530 0.39240 -2.70790 -0.11 0.09 -0.07 0.03
H 2.86320 -2.37790 -3.26610 0.03 -0.08 -0.15 0.00
H 1.97960 -1.89230 -1.81270 -0.06 -0.13 0.04 0.02
H 3.58410 -2.61870 -1.66610 0.03 -0.16 0.07 0.00
H 4.93860 -1.06740 -3.93700 0.04 -0.04 -0.14 0.00
H 5.61760 -1.28710 -2.32140 0.12 -0.03 0.02 0.00
H 5.44770 0.33580 -2.99830 0.15 0.12 -0.02 0.00
H 3.39430 1.90770 1.64110 -0.14 -0.08 0.26 0.00
H 3.83670 4.28900 2.09650 -0.02 0.02 0.06 0.00
H 4.76870 5.72640 0.31300 0.00 0.07 0.00 0.00
H 5.26100 4.74790 -1.89740 0.04 0.02 -0.07 0.00
H 4.84730 2.38130 -2.32130 0.03 -0.07 -0.17 0.00
H 6.58020 0.36530 -0.12560 0.08 0.19 -0.07 0.00
H 8.20300 -0.84960 1.26290 0.09 0.02 0.01 0.00
H 7.47500 -2.77680 2.62010 0.05 -0.04 0.03 0.00
H 5.11280 -3.50190 2.54480 -0.01 -0.07 0.04 0.00
H 3.49880 -2.26600 1.14130 -0.27 -0.08 0.06 -0.01
F -4.46460 1.22140 -0.21060 0.07 0.90 -0.34 0.00
B -4.45530 -0.08020 0.25670 -0.10 -0.06 0.14 -0.01
F -3.14620 -0.38090 0.70040 1.00 -0.17 0.12 0.02
F -4.80160 -0.95720 -0.75270 -0.14 -0.54 -0.64 0.00
F -5.32480 -0.21030 1.32590 -0.44 -0.08 0.61 0.00
```
Forces are in eV/Å.

relative energy (zero: lowest compared OMol25 entry of this formula, charge and spin) = 167.9 kJ/mol
orbital gap (spin up / spin down) = 0.3125 / 0.2097 hartree
multiplicity = 2
lowest unoccupied orbital energy (spin up / spin down) = 2.53 / -0.24 eV
charge = -1

***

4.
C3H5NO2 | ωB97M-V/def2-TZVPD

XYZ file:
```
11
Properties=species:S:1:pos:R:3:forces:R:3:nbo_charge:R:1
C 1.17511 -1.36533 0.18927 0.76 -5.35 -0.40 -0.05
C -0.17108 -0.19418 1.16221 -1.37 -2.26 -1.43 -0.36
C 0.63261 -0.09012 -0.15256 0.64 0.45 1.45 0.52
N 0.55647 -1.60040 1.28996 -0.42 2.53 0.08 -0.26
O -1.58173 0.78564 -1.33570 -7.71 -2.74 -4.29 -1.02
O 0.96972 0.73078 -0.92568 -0.03 1.60 -1.12 -0.48
H 1.71539 -2.24995 -0.30365 -0.26 1.84 0.40 0.20
H -0.04666 0.54697 1.89263 0.55 0.83 1.23 0.21
H -1.25236 -0.36972 0.98347 0.66 0.13 0.14 0.23
H -0.92734 1.26676 -0.91479 1.17 3.33 0.70 0.49
H -2.70326 1.09455 -1.89126 6.02 -0.36 3.22 0.53
```
Forces are in eV/Å.

relative energy (zero: lowest compared OMol25 entry of this formula, charge and spin) = 504.8 kJ/mol
orbital gap = 0.3793 hartree
lowest unoccupied orbital energy = -0.09 eV

***

no.,electronic energy (hartree),M (g mol⁻¹)
1,-3225.43940,694.807
2,-5524.60025,937.737
3,-1926.45819,657.987
4,-322.38205,87.078